C30H44BN8O2P | wB97M-V/def2-TZVPD

The geometry in XYZ format:
```
86
Properties=species:S:1:pos:R:3:forces:R:3:mulliken_charge:R:1
C 1.57122 -5.22896 1.61755 -0.3468 -0.0039 -0.5012 -1.12
C 1.29123 -4.45501 0.31262 0.2551 0.6491 0.9085 -0.51
B 0.55510 -3.07685 0.48687 0.3697 -0.2385 0.4680 0.46
O 0.95386 -2.01819 -0.27906 -0.6277 -0.2169 -0.7953 -0.76
C -0.64124 -2.94796 1.51526 -0.6453 -0.2460 -1.3400 0.03
C -1.72152 -4.00223 1.20329 -0.5411 0.9364 0.9705 -1.48
C -2.76642 -3.62791 2.31726 0.6886 -0.6258 -2.0428 0.15
P -4.27996 -4.48346 1.72425 -0.1431 -0.9206 0.4039 0.17
N -4.05593 -6.01883 1.48915 -0.0218 0.4105 -0.0567 -0.72
N -2.78703 -2.16094 2.18350 0.4369 0.0492 1.0282 -0.45
C -1.55671 -1.74183 1.50150 -0.4072 -4.1908 1.9637 0.02
O -1.37725 -0.68506 1.07565 0.5234 3.9428 -1.5731 -0.50
H 2.59559 -5.07477 1.91410 0.3637 -0.0762 0.1627 0.39
H 0.95133 -4.93125 2.45418 -0.2569 0.1024 0.1450 0.33
H 1.40262 -6.28223 1.45174 0.1674 -0.4110 0.1644 0.26
H 2.23761 -4.29371 -0.18182 0.2362 0.0478 -0.4657 0.42
H 0.67388 -5.03408 -0.36519 -0.2319 -0.2408 -0.2454 0.29
H 0.20066 -1.43833 -0.47459 0.3190 0.4645 0.4920 0.30
H -0.39339 -3.09852 2.56334 0.5758 -0.0679 0.1571 0.21
H -2.24623 -3.69663 0.30140 0.3061 -0.3401 -0.7359 0.51
H -1.39112 -5.02051 1.15329 -0.0731 -0.4493 0.1483 0.67
H -2.33262 -4.03238 3.22303 -0.4584 0.0493 0.6268 0.42
H -4.62695 -3.75101 0.56979 -0.0406 0.3606 0.3046 0.11
H -5.30334 -4.26481 2.67188 0.1278 0.4821 -0.0841 0.08
H -4.19990 -6.26244 0.51866 0.0975 -0.2732 -0.0130 0.25
H -2.61811 -1.80778 3.12521 -0.7995 0.6009 -0.1067 0.38
C 3.63977 2.06664 0.19806 -0.0379 0.0798 -0.0999 -0.40
C 3.87033 1.70979 1.55162 -0.0408 -0.0138 0.0917 -0.78
C 3.29372 0.47965 1.74380 -0.0801 -0.0405 0.0671 -0.60
N 2.72532 0.08592 0.56571 0.0430 -0.1085 0.1102 0.09
C 2.93433 1.04267 -0.38238 -0.0540 -0.0095 -0.0351 -0.42
H 3.95956 2.97075 -0.29428 0.0653 -0.0171 0.0155 0.39
H 4.39635 2.28618 2.29503 0.0178 -0.0081 -0.0158 0.38
H 3.23898 -0.14912 2.61790 0.0763 -0.0048 -0.0007 0.61
H 2.22466 -0.78322 0.41837 0.1575 0.2967 -0.0728 0.31
H 2.56648 0.91756 -1.38741 0.0306 0.0279 -0.0090 0.48
C 3.50530 3.71884 -4.82033 0.0204 -0.0034 -0.0026 -0.56
C 2.11975 3.97805 -4.99657 -0.0097 0.0189 -0.0291 -0.59
C 1.57468 4.13898 -3.75139 0.0159 0.0059 0.1036 -0.17
N 2.57599 3.98372 -2.82979 -0.0069 0.0503 0.0044 0.07
C 3.75551 3.73100 -3.47395 0.0062 -0.0199 0.0588 -0.37
H 4.23417 3.54373 -5.59364 0.0002 0.0012 0.0014 0.41
H 1.58564 4.03941 -5.92987 -0.0023 0.0049 0.0039 0.42
H 0.56553 4.34745 -3.44259 -0.0169 -0.0682 -0.0760 0.19
H 2.46213 4.04311 -1.83318 -0.0048 -0.0645 -0.0170 0.24
H 4.66722 3.58056 -2.92123 0.0052 -0.0174 -0.0183 0.39
C -2.98080 7.04963 -1.84577 -0.0098 0.0538 0.0481 -0.36
C -3.05193 5.64300 -2.03061 -0.0205 -0.0406 0.0090 -0.49
C -1.77615 5.19362 -2.23970 0.0878 0.0327 -0.0276 -0.48
N -0.93653 6.27499 -2.19155 -0.0537 -0.0260 0.0550 0.09
C -1.66381 7.40823 -1.94799 0.0634 0.0022 -0.0261 -0.61
H -3.80349 7.71966 -1.65917 -0.0054 -0.0055 -0.0146 0.47
H -3.93895 5.03196 -2.01198 0.0053 -0.0049 -0.0047 0.39
H -1.39578 4.20235 -2.41830 -0.0544 -0.0212 0.0168 0.42
H 0.05927 6.24241 -2.31645 -0.0253 0.0358 -0.0293 0.17
H -1.18302 8.36819 -1.87000 -0.0183 0.0070 -0.0055 0.40
C 4.35172 -9.78396 0.81110 0.0001 -0.0096 0.0207 -0.40
C 4.78841 -8.57933 0.19581 0.0146 0.0137 0.0162 -0.38
C 3.71963 -8.05692 -0.48053 -0.0659 0.0434 -0.0522 -0.54
N 2.65591 -8.89931 -0.30070 0.0088 0.0228 0.0413 0.02
C 3.03247 -9.95251 0.48789 -0.0485 -0.0097 -0.0238 -0.51
H 4.93958 -10.44902 1.42110 -0.0016 0.0013 0.0004 0.39
H 5.77377 -8.14723 0.24553 -0.0017 -0.0006 -0.0010 0.41
H 3.62341 -7.16234 -1.07217 0.0245 -0.0045 -0.0050 0.42
H 1.74003 -8.76596 -0.68825 0.0261 -0.0128 0.0058 0.20
H 2.33220 -10.72724 0.74902 0.0175 -0.0107 0.0042 0.38
C -6.68363 6.37480 -3.56257 -0.0030 -0.0001 0.0167 -0.25
C -5.68024 7.00089 -4.35090 0.0601 0.0132 -0.0311 -0.06
C -6.31870 7.75588 -5.29713 -0.0604 0.0033 -0.0342 -0.79
N -7.66750 7.60805 -5.11324 0.0171 0.0172 0.0177 0.03
C -7.89784 6.77062 -4.05632 -0.0483 0.0000 -0.0267 -0.63
H -6.53060 5.71079 -2.72804 -0.0038 0.0037 0.0024 0.35
H -4.61339 6.90698 -4.23413 -0.0044 -0.0049 0.0169 0.44
H -5.93217 8.38280 -6.08225 0.0176 -0.0108 0.0032 0.36
H -8.37845 8.04660 -5.66886 0.0184 -0.0061 0.0218 0.18
H -8.90097 6.52979 -3.74856 0.0097 -0.0145 0.0099 0.36
C 3.06829 0.53852 7.06383 0.0277 -0.0116 0.0060 -0.56
C 1.70298 0.17028 7.20007 -0.0208 -0.0278 0.0146 -0.35
C 1.09735 0.40008 5.99345 -0.0142 0.0099 -0.0543 -0.59
N 2.04180 0.89421 5.13624 -0.0356 -0.0349 -0.0595 0.01
C 3.24538 0.97892 5.77921 0.0019 0.0289 -0.0542 -0.30
H 3.83177 0.48562 7.82168 -0.0008 -0.0003 -0.0012 0.39
H 1.22197 -0.21787 8.08229 0.0023 0.0021 -0.0003 0.40
H 0.07963 0.25656 5.67251 -0.0084 0.0254 0.0259 0.41
H 1.87697 1.15611 4.17932 0.0381 0.0290 0.0163 0.26
H 4.12066 1.34414 5.26938 0.0046 0.0070 0.0183 0.35
```
Forces are in eV/Å.

Properties
- SMILES = CCB(O)[C@@H]1C[C@H]([PH2]=N)NC1=O.c1cc[nH]c1.c1cc[nH]c1.c1cc[nH]c1.c1cc[nH]c1.c1cc[nH]c1.c1cc[nH]c1
- E_HOMO (eV) = -8.20
- HOMO-LUMO gap (eV) = 8.29
- E (eV) = -57803.043